{"formula": "C19H49N5O6P", "method": "wB97M-V/def2-TZVPD", "symbols": ["C", "C", "C", "C", "N", "C", "C", "C", "N", "P", "O", "O", "O", "H", "H", "H", "H", "H", "H", "H", "H", "H", "H", "H", "H", "H", "H", "H", "H", "C", "C", "C", "O", "C", "N", "H", "H", "H", "H", "H", "H", "H", "H", "H", "H", "H", "C", "C", "C", "O", "C", "N", "H", "H", "H", "H", "H", "H", "H", "H", "H", "H", "H", "C", "C", "C", "O", "C", "N", "H", "H", "H", "H", "H", "H", "H", "H", "H", "H", "H"], "positions_angstrom": [[6.618, 3.538, 1.826], [7.150, 2.202, 1.268], [6.797, 0.985, 2.164], [5.533, 0.239, 1.704], [4.329, 1.018, 2.049], [3.242, 0.878, 0.998], [3.668, 1.587, -0.279], [4.131, 0.680, -1.394], [4.055, -0.583, -1.419], [1.787, 1.694, 1.690], [0.499, 0.948, 1.527], [1.554, 3.226, 1.051], [1.997, 1.951, 3.314], [7.306, 4.359, 1.611], [5.646, 3.751, 1.385], [6.475, 3.496, 2.905], [6.681, 2.017, 0.299], [8.225, 2.248, 1.088], [6.594, 1.360, 3.169], [7.651, 0.303, 2.223], [5.575, -0.018, 0.648], [5.506, -0.718, 2.248], [3.962, 0.573, 2.877], [2.869, 2.216, -0.686], [4.492, 2.293, -0.064], [4.546, 1.171, -2.282], [3.631, -0.836, -0.510], [1.601, 3.870, 1.767], [2.656, 2.651, 3.430], [-1.477, -2.169, -2.373], [-0.324, -1.599, -1.549], [0.739, -2.648, -1.187], [0.365, -3.532, -0.139], [-0.411, -4.637, -0.538], [-0.861, -0.921, -0.371], [-2.159, -2.767, -1.768], [-2.063, -1.358, -2.809], [-1.106, -2.793, -3.193], [0.174, -0.844, -2.164], [1.620, -2.120, -0.823], [1.050, -3.224, -2.070], [-0.118, -5.001, -1.529], [-1.479, -4.398, -0.537], [-0.247, -5.436, 0.187], [-0.098, -0.448, 0.120], [-1.161, -1.642, 0.280], [-1.376, 2.504, 5.861], [-2.638, 3.342, 5.686], [-3.353, 3.106, 4.345], [-2.744, 3.735, 3.241], [-1.662, 3.004, 2.663], [-2.309, 4.757, 5.891], [-0.547, 2.875, 5.258], [-1.053, 2.527, 6.903], [-1.552, 1.463, 5.585], [-3.338, 3.047, 6.474], [-4.355, 3.542, 4.415], [-3.482, 2.033, 4.152], [-1.827, 1.926, 2.699], [-0.718, 3.246, 3.155], [-1.577, 3.301, 1.620], [-3.166, 5.302, 5.867], [-1.797, 5.067, 5.069], [-6.340, -3.669, -4.260], [-4.957, -4.111, -4.725], [-4.141, -2.991, -5.388], [-4.523, -2.696, -6.721], [-5.611, -1.801, -6.849], [-5.099, -5.283, -5.596], [-7.033, -3.548, -5.092], [-6.767, -4.417, -3.591], [-6.288, -2.723, -3.716], [-4.399, -4.422, -3.837], [-3.102, -3.325, -5.452], [-4.144, -2.081, -4.776], [-5.599, -1.039, -6.065], [-6.567, -2.330, -6.833], [-5.517, -1.305, -7.816], [-4.175, -5.640, -5.824], [-5.466, -4.958, -6.486]], "forces_ev_per_a": [[0.2, -0.2, -0.3], [-0.5, -0.2, 0.3], [-0.1, 0.3, -0.5], [0.2, -0.1, 1.0], [0.3, -0.1, -0.7], [-0.9, 1.2, 0.9], [0.1, -0.1, 0.3], [-0.1, -0.2, -0.3], [0.0, 0.1, 0.2], [-0.6, -1.9, -0.9], [0.7, 0.7, 0.2], [0.4, -0.3, 0.8], [0.0, 0.6, -0.8], [-0.1, 0.1, -0.1], [0.0, 0.1, 0.1], [0.1, 0.0, 0.0], [0.2, 0.1, -0.1], [0.1, 0.1, 0.1], [0.1, -0.2, 0.2], [-0.1, -0.1, 0.0], [0.0, 0.2, -0.1], [0.0, -0.1, -0.2], [-0.1, 0.1, 0.1], [0.0, 0.0, -0.1], [0.0, 0.1, -0.1], [0.0, 0.1, 0.0], [0.0, -0.1, 0.0], [-0.1, 0.1, -0.2], [0.3, -0.3, 0.2], [0.0, 0.0, -0.2], [-0.3, -0.2, 0.2], [0.2, 0.2, 0.0], [0.0, -0.2, -0.2], [0.0, 0.1, 0.2], [0.3, -0.2, -0.1], [0.0, 0.0, 0.1], [0.0, 0.0, 0.1], [0.0, 0.0, 0.0], [0.1, 0.0, 0.0], [0.0, 0.0, 0.1], [-0.1, 0.0, 0.0], [0.0, 0.0, 0.0], [0.0, -0.1, -0.1], [0.0, 0.0, 0.0], [-0.3, 0.3, 0.1], [-0.1, 0.0, 0.0], [0.0, -0.1, 0.1], [0.2, 0.0, -0.1], [-0.2, 0.1, 0.0], [0.0, -0.1, 0.0], [0.0, 0.2, -0.1], [-0.2, 0.0, 0.0], [0.0, 0.0, -0.1], [0.0, 0.1, 0.0], [0.0, 0.0, 0.0], [-0.1, 0.0, 0.0], [0.0, 0.0, 0.0], [0.1, 0.0, 0.0], [0.1, 0.0, 0.0], [0.0, -0.2, 0.0], [0.0, 0.0, 0.0], [0.0, 0.0, 0.1], [0.1, 0.0, 0.0], [0.0, 0.0, 0.1], [-0.2, 0.1, -0.1], [0.2, -0.1, 0.1], [-0.1, 0.1, 0.1], [0.1, -0.1, -0.2], [0.2, 0.1, 0.0], [0.0, 0.0, -0.1], [0.0, 0.0, 0.0], [0.0, 0.0, 0.0], [0.1, 0.0, 0.0], [0.0, 0.0, -0.1], [-0.1, 0.0, 0.0], [0.0, 0.0, 0.0], [-0.1, 0.1, 0.1], [0.0, 0.0, 0.0], [0.0, -0.1, 0.1], [-0.1, 0.0, 0.0]], "charge": -1, "gap_ev": 5.25, "lumo_energy_ev": 2.3388, "molar_mass_g_mol": 474.6, "de_lowest_kj_mol": 25.41}

---

{"formula": "C19H50N3O7S5", "method": "wB97M-V/def2-TZVPD", "symbols": ["C", "O", "C", "N", "C", "C", "N", "N", "C", "C", "C", "O", "C", "C", "H", "H", "H", "H", "H", "H", "H", "H", "H", "H", "H", "H", "H", "H", "H", "H", "H", "H", "H", "H", "C", "S", "O", "C", "H", "H", "H", "H", "H", "H", "C", "S", "O", "C", "H", "H", "H", "H", "H", "H", "C", "S", "O", "C", "H", "H", "H", "H", "H", "H", "C", "S", "O", "C", "H", "H", "H", "H", "H", "H", "C", "S", "O", "C", "H", "H", "H", "H", "H", "H"], "positions_angstrom": [[2.335, -1.550, 3.460], [2.162, -0.155, 3.161], [1.198, 0.161, 2.254], [-0.147, 0.376, 2.950], [-1.014, -0.842, 2.926], [-2.352, -0.582, 3.615], [-3.051, 0.617, 3.205], [-4.048, 0.477, 2.230], [-3.660, -0.030, 0.924], [-5.286, 0.051, 2.812], [-5.919, -1.231, 2.314], [-5.777, 0.693, 3.702], [-2.210, 1.788, 3.054], [-0.874, 1.553, 2.365], [2.122, -2.171, 2.588], [3.368, -1.710, 3.742], [1.694, -1.847, 4.293], [1.444, 1.107, 1.776], [1.026, -0.620, 1.507], [0.090, 0.586, 3.924], [-1.125, -1.115, 1.877], [-0.480, -1.645, 3.435], [-2.991, -1.448, 3.436], [-2.188, -0.540, 4.698], [-2.934, 0.655, 0.484], [-3.243, -1.047, 0.935], [-4.532, -0.029, 0.273], [-5.382, -1.726, 1.511], [-5.981, -1.898, 3.174], [-6.940, -1.029, 1.990], [-2.033, 2.237, 4.039], [-2.750, 2.524, 2.462], [-0.955, 1.400, 1.292], [-0.240, 2.426, 2.504], [0.218, 2.976, -1.809], [-0.275, 4.252, -0.657], [-1.106, 3.573, 0.398], [-1.423, 5.077, -1.748], [0.905, 2.301, -1.302], [-0.668, 2.432, -2.137], [0.732, 3.416, -2.661], [-2.187, 4.370, -2.069], [-0.883, 5.477, -2.605], [-1.892, 5.894, -1.208], [-5.788, 7.764, -3.992], [-4.192, 7.902, -3.186], [-3.577, 6.543, -3.235], [-4.824, 8.114, -1.519], [-5.600, 7.576, -5.047], [-6.337, 6.931, -3.554], [-6.335, 8.699, -3.876], [-5.443, 7.255, -1.260], [-5.396, 9.039, -1.463], [-3.967, 8.175, -0.851], [6.502, -3.121, 3.433], [5.353, -3.945, 2.325], [4.055, -4.030, 3.066], [6.115, -5.558, 2.403], [6.159, -2.097, 3.566], [6.511, -3.643, 4.390], [7.494, -3.117, 2.982], [6.145, -5.884, 3.443], [7.117, -5.499, 1.980], [5.524, -6.237, 1.796], [4.166, -8.524, -1.592], [5.468, -8.380, -0.364], [5.895, -6.952, -0.373], [6.713, -9.289, -1.281], [3.307, -7.972, -1.217], [4.515, -8.088, -2.528], [3.903, -9.573, -1.721], [6.876, -8.797, -2.239], [6.382, -10.318, -1.419], [7.626, -9.272, -0.690], [-0.796, 2.428, -5.732], [0.358, 1.140, -5.245], [1.361, 1.785, -4.352], [1.140, 0.958, -6.848], [-1.358, 2.722, -4.848], [-0.236, 3.279, -6.120], [-1.479, 2.036, -6.485], [1.557, 1.918, -7.150], [0.405, 0.605, -7.571], [1.934, 0.223, -6.739]], "forces_ev_per_a": [[-0.1, -0.1, 0.1], [0.1, 0.0, 0.0], [0.0, -0.1, 0.0], [-0.2, 0.0, 0.0], [0.1, -0.1, 0.0], [-0.1, 0.0, 0.1], [0.1, 0.4, -0.4], [-0.1, -0.7, 0.2], [0.1, 0.0, 0.0], [0.1, 0.4, 0.0], [-0.1, 0.2, -0.2], [0.2, -0.3, 0.0], [-0.1, 0.1, 0.1], [0.1, 0.2, 0.1], [0.0, 0.0, 0.0], [0.0, 0.1, 0.0], [0.0, 0.0, 0.0], [0.0, 0.0, 0.0], [0.0, 0.1, 0.0], [0.0, 0.0, 0.0], [-0.1, 0.1, 0.0], [0.0, 0.0, 0.0], [0.0, 0.0, 0.1], [0.0, 0.0, 0.0], [0.0, 0.0, 0.0], [0.0, 0.0, 0.0], [0.0, 0.0, 0.0], [0.0, 0.0, 0.0], [0.0, 0.0, 0.0], [0.0, 0.0, 0.0], [0.0, -0.1, 0.0], [0.0, 0.0, 0.0], [-0.1, -0.2, 0.0], [0.0, 0.0, -0.1], [0.0, 0.0, 0.0], [0.0, 0.0, 0.0], [0.0, -0.1, 0.0], [0.0, 0.0, 0.0], [0.0, 0.0, 0.0], [0.0, 0.0, 0.0], [0.0, 0.0, 0.0], [0.0, 0.0, 0.0], [0.0, 0.0, 0.0], [0.0, 0.0, 0.0], [0.0, 0.0, 0.0], [0.0, 0.0, 0.0], [0.0, 0.0, 0.0], [0.0, 0.0, 0.0], [0.0, 0.0, 0.0], [0.0, 0.0, 0.0], [0.0, 0.0, 0.0], [0.0, 0.0, 0.0], [0.0, 0.0, 0.0], [0.0, 0.0, 0.0], [0.0, 0.0, 0.0], [0.0, 0.1, -0.1], [0.0, 0.0, 0.0], [0.0, -0.1, 0.2], [0.0, 0.0, 0.0], [0.0, 0.0, 0.0], [0.0, 0.0, 0.0], [0.0, 0.0, 0.0], [0.0, 0.0, 0.0], [0.0, 0.1, 0.0], [0.0, 0.0, 0.0], [0.0, 0.0, 0.0], [0.0, 0.0, 0.0], [0.0, 0.0, 0.0], [0.0, 0.0, 0.0], [0.0, 0.0, 0.0], [0.0, 0.0, 0.0], [0.0, 0.0, 0.0], [0.0, 0.0, 0.0], [0.0, 0.0, 0.0], [0.0, 0.0, 0.0], [0.0, 0.0, 0.0], [0.0, 0.0, 0.0], [0.0, 0.0, 0.0], [0.0, 0.0, 0.0], [0.0, 0.0, 0.0], [0.0, 0.0, 0.0], [0.0, 0.0, 0.0], [0.0, 0.0, 0.0], [0.0, 0.0, 0.0]], "charge": 1, "gap_ev": 8.84, "lumo_energy_ev": -1.7681, "molar_mass_g_mol": 593.0}

---

no.,electronic energy (Ha)
1,-1819.91016
2,-3435.39377